Here is a 4-piece molecular cluster, C38H62N7O8PS3 overall at a distorted geometry from the OMol25 dataset. Energies are from ωB97M-V/def2-TZVPD.

Each line ends with the Mulliken charge.
CARTESIAN COORDINATES (ANGSTROEM)
S: 0.18 -0.32 -3.19  -0.39
S: 4.04 0.21 -4.99  -0.37
S: 2.86 3.83 0.72  -0.19
P: 4.66 1.61 -0.53  1.03
O: -3.29 2.95 1.66  -0.66
O: -2.81 -5.80 2.77  -0.58
O: 1.42 5.62 -2.77  -0.65
O: 5.33 0.35 -1.28  -0.51
O: 3.03 -4.62 4.24  -0.66
O: 11.76 4.65 -0.65  -0.66
O: 5.36 2.85 -0.86  -0.46
O: 4.76 1.20 1.04  -0.56
N: 3.06 -0.31 -2.46  -0.64
N: -1.82 -4.14 1.49  -0.05
N: 9.54 4.40 -0.46  -0.10
N: 0.84 -4.84 4.66  -0.16
N: 3.65 5.66 -2.96  -0.12
N: -1.27 1.79 -1.78  0.20
N: -7.54 0.29 1.66  -0.51
C: 2.88 1.63 -0.91  0.18
C: -8.04 0.24 0.27  -0.49
C: 2.12 -5.30 4.67  0.76
C: -0.37 -5.51 5.12  -0.57
C: 2.30 0.72 -1.79  0.39
C: -4.93 -1.23 -0.10  0.48
C: 10.81 3.93 -0.40  0.72
C: -1.27 -3.04 -3.00  -1.41
C: -3.05 1.64 1.17  1.01
C: -3.65 -0.97 -0.89  0.89
C: 2.30 5.27 -4.97  -1.38
C: -0.95 -4.32 -0.81  -0.73
C: 2.41 5.53 -3.49  0.89
C: -1.44 -4.39 -2.28  -1.09
C: -3.46 0.57 2.18  -1.16
C: 0.68 2.70 -0.57  0.20
C: -3.08 0.31 -0.94  0.00
C: -3.84 -3.70 2.98  -0.72
C: -2.00 -4.83 0.20  -0.79
C: -8.37 -1.18 -0.20  -0.93
C: -6.03 -1.98 -0.88  -0.48
C: 0.94 0.81 -2.05  1.30
C: -1.91 -1.88 -2.28  -0.01
C: 0.13 1.76 -1.46  -2.04
C: -7.25 -2.20 0.04  -0.86
C: 2.05 2.62 -0.33  0.71
C: 2.36 -6.69 5.23  -1.21
C: 3.39 -0.08 -3.61  0.49
C: 4.93 5.58 -3.65  -0.85
C: -1.34 -0.61 -2.31  1.14
C: -1.90 0.49 -1.68  -1.11
C: -0.14 4.00 1.54  -1.69
C: 8.30 3.69 -0.20  -0.68
C: -2.79 -4.64 2.43  0.49
C: -0.21 3.77 0.02  -0.46
C: -3.08 -2.04 -1.56  -0.37
C: 10.99 2.48 -0.01  -1.17
C: -3.68 1.50 -0.22  -1.62
H: -1.73 -3.13 -4.00  0.40
H: -5.61 -2.94 -1.20  0.25
H: 4.79 5.39 -4.70  0.34
H: 5.83 -0.16 -0.63  0.32
H: -3.80 -3.78 4.07  0.37
H: -9.27 -1.53 0.32  0.39
H: -3.03 -0.40 1.93  0.11
H: 10.59 2.29 0.98  0.33
H: 2.05 -6.74 6.27  0.35
H: -1.96 1.51 1.04  -0.09
H: -6.32 -1.42 -1.77  0.58
H: -0.90 -5.15 -2.84  0.57
H: -3.42 2.42 -0.75  0.61
H: -0.89 -4.36 1.84  0.24
H: 2.82 3.31 1.96  0.13
H: -8.96 0.83 0.20  0.46
H: -1.25 3.53 -0.22  0.19
H: -0.15 -6.50 5.52  0.33
H: -1.07 -5.60 4.29  0.10
H: -6.91 -2.10 1.08  0.31
H: -4.83 -3.98 2.62  0.25
H: 4.42 0.30 1.13  0.36
H: 1.81 -7.43 4.65  0.34
H: -7.64 -3.21 -0.11  0.46
H: -2.49 -4.67 -2.32  0.46
H: -0.62 -3.32 -0.54  0.38
H: -8.26 0.65 2.27  0.30
H: 7.77 4.18 0.62  0.25
H: -3.56 -3.00 -1.50  0.15
H: -7.32 0.70 -0.41  0.20
H: 8.49 2.66 0.07  0.23
H: -3.05 0.84 3.15  0.54
H: 2.80 4.34 -5.23  0.35
H: -2.59 3.12 2.31  0.39
H: 3.65 5.84 -1.97  0.19
H: -3.62 -2.67 2.71  -0.06
H: -1.32 2.03 -2.78  0.39
H: 2.74 6.09 -5.54  0.40
H: 0.75 -3.92 4.28  0.21
H: -3.00 -4.64 -0.17  0.35
H: -0.83 -4.91 5.91  0.27
H: 5.52 4.77 -3.21  0.23
H: 0.26 3.14 2.09  0.38
H: 0.53 4.83 1.75  0.42
H: 5.48 6.51 -3.52  0.31
H: 1.25 5.19 -5.23  0.30
H: -0.08 -4.98 -0.72  0.61
H: 7.66 3.71 -1.08  0.24
H: -4.65 -1.88 0.74  -0.37
H: -1.86 -5.91 0.31  0.43
H: -4.55 0.50 2.28  0.14
H: -1.11 4.32 1.93  0.44
H: -8.54 -1.13 -1.28  0.33
H: -6.79 0.98 1.70  0.12
H: 9.49 5.37 -0.72  0.21
H: -4.76 1.43 -0.17  0.50
H: -0.20 -2.88 -3.17  0.43
H: 10.50 1.83 -0.73  0.32
H: -5.35 -0.33 0.31  -0.65
H: 0.00 4.70 -0.53  0.49
H: 3.42 -6.91 5.17  0.30
H: 12.05 2.25 -0.01  0.29

Its highest occupied orbital energy is -0.312 Ha. The HOMO-LUMO gap comes out at 8.3 eV.